The following is a DFT calculation (ωB97M-V with the def2-TZVPD basis set) of C23H19N9Zr as an isolated structure.

The spin multiplicity is 1. The HOMO energy comes out at -20.93 eV. Its strongest force on any atom is 0.58 eV Å⁻¹. Its charge is +4. Its energy above the lowest of the compared OMol25 structures with the same formula, charge and spin is 5.5 kcal per mole.

Geometry as XYZ:
```
52
Properties=species:S:1:pos:R:3:forces:R:3
H 4.61204 -1.67102 -2.21342 0.01 0.00 -0.04
H 0.08647 -4.19896 2.95646 0.01 0.01 0.01
C -0.32744 -3.79171 2.04524 -0.04 0.02 -0.07
H 1.42716 -2.86659 4.00513 0.00 0.00 0.00
H 3.92591 -1.21098 -4.57881 0.00 0.00 0.01
N -2.67774 1.39441 -3.52050 0.09 -0.04 0.16
C 0.87864 -1.59184 2.36288 -0.05 -0.06 0.05
C 1.60220 4.19469 0.17994 -0.05 0.01 -0.07
N -2.12376 1.62446 -5.72565 -0.05 0.00 0.13
C -1.19444 -4.56633 1.27405 0.03 0.00 0.04
H 3.04390 1.09514 4.02842 0.00 0.00 0.01
C -1.37745 -2.76122 -0.26492 -0.01 -0.01 0.04
N -1.04051 0.50537 -2.01859 0.35 -0.17 -0.02
C 1.53007 -1.89621 3.54139 -0.05 -0.02 -0.05
C 3.25216 -0.99820 -3.75705 0.00 0.01 -0.05
H -4.11628 1.47875 -1.59553 0.01 0.01 0.00
C 2.76014 -0.97194 -1.42569 0.04 0.00 -0.07
H -3.17660 0.60743 -0.46857 0.07 -0.02 -0.09
C 1.77116 1.88199 1.65929 0.05 -0.09 0.08
Zr 0.05992 0.02897 -0.18899 0.47 -0.02 -0.33
C -1.80117 1.24927 -4.52117 0.07 0.02 -0.14
H 1.50632 5.09022 -0.41903 0.01 0.01 0.01
C 1.98966 -0.46288 -4.01499 0.01 -0.02 0.04
C -2.31376 1.00435 -2.32899 -0.14 -0.07 -0.06
C -0.02017 -2.51454 1.63164 0.06 0.05 0.09
C 0.93046 3.04957 -0.18906 -0.02 -0.01 0.02
H -1.48371 1.50943 -6.50065 -0.01 0.00 0.01
C 3.64082 -1.25569 -2.44770 -0.03 0.00 0.14
N 1.53233 -0.45618 -1.67291 -0.31 0.02 0.15
N -3.20700 1.10729 -1.34239 -0.11 0.10 0.11
C 1.76793 0.58571 2.37455 0.00 0.03 0.05
C -1.72376 -4.04332 0.10183 -0.03 0.03 -0.08
H 0.30477 3.03597 -1.07519 0.01 0.00 0.01
N 1.01034 -0.37260 1.78173 -0.04 0.05 0.06
N -0.54530 -1.99384 0.48386 0.02 0.20 -0.05
C 2.47616 2.99155 2.06982 -0.08 0.02 -0.06
H -1.77104 -2.31993 -1.17485 0.01 0.00 0.01
N 1.00336 1.90314 0.53117 -0.12 -0.16 -0.02
H -3.03846 2.02789 -5.89347 0.02 0.01 -0.06
H 1.66274 -0.25257 -5.02367 -0.02 0.01 0.01
N -0.54195 0.69340 -4.34807 -0.04 0.03 0.04
H 3.01873 -1.14992 -0.38814 0.01 -0.01 -0.02
H 3.08594 2.96704 2.96135 0.00 -0.01 0.01
H -2.39660 -4.61694 -0.52138 0.00 -0.01 0.01
H 2.83860 -1.13745 5.06570 0.00 0.00 0.00
C 1.14730 -0.20665 -2.95688 -0.03 0.02 -0.11
C 2.44159 0.33423 3.55365 -0.03 0.06 -0.05
C -0.22042 0.36285 -3.15981 -0.12 0.05 0.09
C 2.38843 4.16683 1.32338 0.02 -0.03 0.04
H 2.93164 5.04895 1.64018 -0.01 0.01 -0.01
C 2.32246 -0.92149 4.13798 0.01 -0.01 0.03
H -1.44919 -5.57001 1.59266 -0.01 0.00 -0.01
```
Positions in Å, forces in eV/Å.

The following is a DFT calculation (ωB97M-V with the def2-TZVPD basis set) of Cl2H8MgO4 as an isolated structure at a distorted geometry.

The spin multiplicity is 1. The HOMO energy comes out at -7.95 eV. Its strongest force on any atom is 3.47 eV Å⁻¹. Its charge is 0. Its energy above the lowest of the compared OMol25 structures with the same formula, charge and spin is 21.6 kcal per mole.

Geometry as XYZ:
```
15
Properties=species:S:1:pos:R:3:forces:R:3
H 0.09811 2.51860 -7.55550 0.42 0.21 -0.04
Cl -3.64475 1.75280 -7.71079 -0.01 -0.39 -0.09
H -1.56843 3.71378 -9.61215 -0.09 -0.45 -0.14
H -2.71143 2.30653 -4.25264 -0.64 0.24 -0.11
O -0.50907 4.39183 -6.40960 1.18 0.24 0.28
H -2.31561 4.92573 -9.09756 -0.49 0.35 0.32
O -0.65350 1.98893 -7.28948 1.42 -0.44 -0.10
H -1.28067 2.14413 -4.72000 0.23 -0.37 0.10
H -0.47783 1.12211 -7.65555 -0.66 -0.44 -0.09
Mg -2.09351 3.27175 -6.85370 -3.35 0.78 -0.41
Cl -3.66775 5.14722 -6.12947 0.71 -0.38 -0.30
O -2.12003 2.52943 -4.97151 0.83 -0.16 0.59
H 0.02538 4.17255 -5.64637 0.01 0.06 0.49
H -0.00104 5.05596 -6.87551 -0.26 0.41 -0.32
O -1.89750 4.11491 -8.80776 0.71 0.33 -0.17
```
Positions in Å, forces in eV/Å.

The following is a DFT calculation (ωB97M-V with the def2-TZVPD basis set) of C24H36FeNOP2 as an isolated structure at a distorted geometry.

The spin multiplicity is 5. The HOMO energy (spin up / spin down) comes out at -1.93 / -2.64 eV. Its strongest force on any atom is 4.31 eV Å⁻¹. Its charge is -1. The expectation value of S² is 6.04. Its energy above the lowest of the compared OMol25 structures with the same formula, charge and spin is 98.4 kcal per mole.

Geometry as XYZ:
```
65
Properties=species:S:1:pos:R:3:forces:R:3
C 2.64980 -2.52407 0.76917 0.00 -0.33 0.34
H 4.52549 2.08685 -1.75106 -0.04 -0.06 0.02
C -1.17544 -0.89852 3.05837 -0.34 0.21 0.23
H -2.29554 -2.76990 -2.11154 -0.02 0.12 0.02
C -2.77315 1.75937 -1.04148 -0.13 -0.11 0.03
H -0.87567 2.81542 -0.86246 -0.12 -0.19 0.23
C -3.45555 -0.68025 1.51751 0.43 -0.03 0.33
H -3.18288 -2.82562 -0.58406 0.05 0.07 -0.03
C -3.56118 -1.03623 2.85917 -0.25 -0.01 -0.15
C 1.76237 2.59881 2.85499 -0.07 -0.28 -0.35
Fe 0.19550 -0.33882 -0.65020 -1.62 0.29 -3.99
H -4.37125 -0.61526 0.94213 0.06 0.00 -0.12
H 1.03715 -3.55092 -1.31702 -0.04 0.06 0.00
P -2.12480 -0.03894 -0.90996 0.84 0.99 0.72
O 0.25216 1.34670 -0.66161 -0.18 1.85 -1.66
C -3.61500 -0.59459 -3.19689 -0.01 0.31 -0.05
H -1.83025 2.78940 0.62870 0.08 -0.10 -0.05
C 3.05463 1.96935 0.93725 -0.24 -0.54 0.04
C -3.48761 -0.97979 -1.72071 -0.57 -0.44 0.02
H 3.69769 -2.36950 1.02863 -0.02 0.08 -0.07
H 3.51588 3.65042 2.20109 0.02 -0.01 -0.05
H -4.53402 -1.23781 3.29269 -0.01 0.00 -0.02
H 3.03424 -2.39529 -1.28809 0.11 0.36 -0.10
N 0.22703 -0.33874 1.18175 -0.29 -0.88 2.38
C -1.03107 -0.48160 1.71932 -0.48 -0.54 0.55
H -4.16720 1.84236 0.64175 0.12 -0.05 -0.08
H -2.30540 3.84000 -0.71259 -0.32 -0.18 0.06
H -2.68022 -0.75885 -3.74267 0.00 0.02 0.11
C 2.23308 0.86740 0.66686 1.23 0.23 0.80
H -2.47411 -1.45944 4.66721 -0.03 -0.03 0.00
H 4.06767 1.07946 -3.12318 -0.04 0.01 0.15
H 0.14788 -2.36093 -0.39423 -0.07 -0.31 0.20
C -2.21556 -0.41216 0.91363 -0.80 0.02 0.21
H 2.04656 -2.11371 1.57984 -0.12 0.17 -0.16
H -0.27842 -1.03023 3.65698 -0.01 0.09 -0.14
H 2.48766 -3.60896 0.76825 -0.01 -0.01 -0.02
C -2.41500 -1.15494 3.62859 0.36 0.09 -0.21
H 1.56387 3.25315 3.69584 0.01 0.01 0.01
H 0.01643 1.44526 3.21229 -0.02 -0.14 -0.13
H 5.50738 0.83802 0.35492 -0.16 -0.04 0.00
H -4.89351 1.23281 -0.85659 -0.05 0.07 0.10
H -4.54299 2.94756 -0.67275 0.08 -0.01 -0.03
H 3.86958 2.22447 0.27494 0.05 -0.18 -0.07
H -2.82854 1.96512 -2.11795 0.00 -0.28 0.01
H -3.89392 0.45566 -3.31823 0.06 -0.07 -0.01
H 0.65621 -1.99856 -2.05877 0.10 -0.03 -0.11
C 2.84776 2.81494 2.02648 -0.03 0.22 0.01
H -4.45035 -0.76692 -1.24549 -0.01 -0.05 0.04
H 5.05375 -0.83613 0.64717 -0.08 0.05 -0.02
C 4.34900 -0.05464 -1.28473 0.72 -0.02 0.49
H -4.04209 -3.04381 -2.10630 0.03 0.06 -0.03
H 4.52602 -0.95244 -1.88951 -0.38 -0.08 0.07
P 2.53325 -0.11363 -0.87608 0.32 0.68 -1.12
C 2.30948 -1.94162 -0.59840 0.52 -0.92 0.41
H -4.39437 -1.19007 -3.68342 0.05 -0.05 0.08
C 0.95968 -2.47626 -1.11905 0.32 -0.49 0.01
H 5.72934 1.06097 -2.53243 0.01 -0.02 0.08
H 6.32697 -0.44694 -0.50133 0.02 0.01 -0.01
C -4.16822 1.94455 -0.44672 -0.41 -0.33 -0.22
C -3.23330 -2.48605 -1.62248 0.00 -0.11 0.24
C 1.08549 0.66725 1.50033 0.57 0.21 1.03
C 5.34656 -0.12786 -0.12676 0.50 0.01 0.04
C 4.68080 1.11202 -2.21823 -0.02 0.11 -0.16
C 0.89002 1.55189 2.57906 0.06 -0.03 0.14
C -1.88974 2.85079 -0.46194 0.31 0.58 -0.06
```
Positions in Å, forces in eV/Å.